1.
A 10-piece molecular cluster, C15H50N10O15 overall at a distorted geometry. Source: the Open Molecules 2025 dataset; level of theory: the ωB97M-V functional and the def2-TZVPD basis.

Last column: Löwdin charge in e.
Geometry (Å):
H  11.12004  11.20808  7.15563  0.122
O  12.45916  15.54978  11.31380  -0.105
H  12.64611  13.63336  16.22820  0.113
H  11.10417  14.44110  15.90182  0.065
N  12.08441  14.29280  15.70884  0.164
H  10.59093  11.72186  14.45729  0.107
O  12.41518  13.02858  10.00910  -0.092
C  9.39495  11.78804  8.27225  -0.222
O  15.89590  12.48836  5.72884  -0.075
H  15.00486  14.42058  6.12171  0.094
N  5.94098  15.78836  9.99110  0.165
N  11.86115  16.03862  14.34829  0.201
H  10.45020  6.92402  12.00006  0.119
C  12.78051  18.80334  12.19718  -0.217
O  7.23080  17.16374  11.12393  0.061
N  10.87789  7.68942  11.49871  0.161
H  14.57411  12.59172  8.04067  0.101
N  9.65428  12.02492  14.23160  0.169
H  12.06493  16.40602  11.49550  0.018
H  6.80673  14.75630  15.60041  0.133
C  10.58093  10.88786  8.04722  -0.227
H  12.77005  19.34142  13.14505  0.126
H  10.51883  10.40724  13.18122  0.114
O  8.76593  14.57126  16.10145  -0.064
H  6.98789  16.61866  14.19372  0.121
H  13.38962  9.07942  10.47355  0.130
N  9.66629  10.57490  12.66629  0.179
N  7.32644  14.97104  11.36632  0.193
H  8.53254  17.17008  13.06336  0.074
O  11.55863  18.16876  12.02814  -0.107
H  5.75590  14.82768  9.74022  0.113
O  11.65666  20.77208  11.27646  -0.057
H  10.82724  20.29776  11.18327  0.069
N  13.15679  16.94662  8.67012  0.189
H  10.19432  8.17313  10.93403  0.096
C  12.65234  15.22514  14.92809  -0.794
H  12.45131  16.32134  5.66823  0.116
H  10.75076  14.72508  12.24838  0.089
H  12.98636  17.93258  8.53254  0.094
H  12.85499  13.86384  9.83444  0.041
H  13.41953  16.52010  9.54714  0.105
H  10.68493  9.21672  7.13088  0.076
H  12.64045  19.40620  10.04971  0.095
H  9.80660  12.78016  8.45755  0.109
O  13.84379  15.19030  14.74934  0.034
O  8.62513  11.39148  9.43212  -0.066
O  7.72453  11.63278  13.14826  0.008
H  15.00302  12.14816  5.63600  0.082
C  6.83979  16.07019  10.88784  -0.820
O  8.79750  16.36708  13.51787  -0.099
H  16.78392  11.60002  7.91781  0.063
H  11.71566  9.65536  10.36586  0.083
H  11.26131  12.28594  11.46172  0.095
H  12.30774  16.86106  13.96848  0.101
H  10.76598  18.70138  12.12617  0.096
H  6.97946  14.08088  11.03868  0.107
C  12.89449  16.16332  7.66816  -0.728
H  11.36677  10.93456  8.80112  0.083
H  7.89306  14.04310  14.42334  0.094
H  16.68362  14.23394  6.46500  0.114
H  7.97364  12.03840  9.71255  0.065
N  12.55857  16.80202  6.55003  0.162
C  7.79603  14.84786  15.15208  -0.237
C  12.75138  19.84242  11.04243  -0.190
C  15.73714  13.69336  6.47248  -0.231
H  9.32518  9.94834  11.95134  0.108
H  5.59464  16.63212  9.55728  0.124
C  7.92987  16.24762  14.59760  -0.237
N  12.40841  9.00050  10.69957  0.185
C  11.35400  14.56104  11.35547  -0.172
O  16.63733  12.40130  8.42579  -0.098
H  12.75172  17.79337  6.55214  0.101
H  7.99174  15.01074  12.12519  0.085
H  12.71541  13.10322  12.07223  0.122
C  12.16100  7.93566  11.38441  -0.818
H  15.46409  14.11478  8.53738  0.104
C  15.47152  13.20234  7.94115  -0.187
H  9.13113  12.65270  14.82514  0.072
C  8.93165  11.41744  13.28597  -0.757
O  12.96119  14.93332  7.73616  0.015
H  8.24875  14.51118  16.90800  0.102
H  8.86054  11.89576  7.32838  0.117
H  8.18948  17.04962  15.28862  0.128
H  10.75941  14.81734  10.47861  0.119
O  13.01791  7.16796  11.71052  0.055
H  10.86067  15.94706  14.45197  0.089
C  11.92185  13.14230  11.32600  -0.214
H  13.54985  18.03354  12.25735  0.132
H  13.72247  20.33162  11.11851  0.120
O  10.07386  9.54612  7.79397  -0.072

Values from the calculation:
**LUMO level**: -0.017 eV
**SMILES string**: NC(N)=O.NC(N)=O.NC(N)=O.NC(N)=O.NC(N)=O.OCCO.OCCO.OCCO.OCCO.OCCO
**Calculated total energy**: -2277.6841 hartree
**Frontier orbital gap**: 9.31 eV
**HOMO**: -9.325 eV
**Energy relative to the best compared isomer or geometry (same formula, charge and spin)**: 105.0 kcal/mol


2.
A 11-piece molecular cluster, C15H51N18O13 overall at a distorted geometry. Source: the Open Molecules 2025 dataset; level of theory: the ωB97M-V functional and the def2-TZVPD basis.

Last column: Löwdin charge in e.
Geometry (Å):
H  -19.05450  23.18914  15.70447  0.103
H  -15.89830  13.64805  17.57312  0.085
N  -15.46026  21.81207  17.73412  0.148
H  -14.36844  18.36878  18.69092  0.046
H  -11.63319  17.51821  16.40572  0.099
C  -17.43853  13.85499  16.15014  -0.625
H  -15.87670  21.14656  17.10656  0.061
H  -16.90978  19.56516  18.86328  0.072
O  -18.73796  19.34255  19.72940  -0.244
H  -19.87610  17.61449  16.90238  0.075
C  -23.29741  19.56928  17.01019  -0.231
O  -17.11275  17.58178  14.97448  -0.224
H  -13.98698  15.07567  15.38589  0.055
N  -15.98088  19.89394  12.41468  0.146
N  -19.05083  17.63442  17.58102  0.268
H  -18.11333  17.61938  17.12180  0.067
H  -16.93927  18.15851  19.84762  0.081
N  -13.60502  20.41573  17.54088  0.131
C  -22.75079  20.24013  18.28003  -0.204
H  -19.21212  20.07641  14.08862  0.090
H  -16.92797  19.76456  20.62922  0.098
H  -19.16012  18.43873  18.27089  0.094
C  -14.16469  21.53652  18.16551  -0.610
C  -16.26800  18.09509  15.89729  -0.735
N  -14.57808  16.05902  19.16629  0.146
N  -21.29604  20.22483  18.20460  -0.058
N  -14.89274  15.66284  13.23243  0.160
H  -15.95796  22.54768  18.18682  0.087
H  -12.79361  13.87189  15.43617  0.102
O  -14.23591  21.08961  11.42051  -0.016
H  -17.70000  16.12541  11.71988  0.074
O  -10.89994  15.14675  15.88344  0.000
N  -20.09338  20.45019  14.40912  0.177
H  -22.84672  18.57926  16.96497  0.107
N  -16.93594  16.35159  12.31835  0.137
O  -15.53212  19.15922  15.63895  -0.153
H  -22.05446  16.60725  12.71591  0.091
C  -17.33023  19.17293  19.80188  -0.091
H  -25.16167  21.40850  17.34758  0.081
H  -21.03278  21.81603  19.56122  0.122
C  -15.88124  15.43322  12.29440  -0.629
H  -14.11529  19.99062  16.73496  0.061
H  -23.12854  19.64643  19.10883  0.126
O  -17.90668  12.70963  16.09489  -0.011
N  -13.03114  14.82066  15.19098  0.125
H  -16.67223  20.10165  11.72228  0.084
N  -18.96067  22.28902  15.27690  0.165
N  -16.33258  14.25602  16.90601  0.147
H  -26.42530  20.39662  16.50892  0.083
O  -13.14467  16.51167  20.93360  -0.023
N  -21.97917  16.74054  13.70264  0.159
H  -21.14619  20.18350  20.28596  0.119
H  -17.00111  16.96234  13.13822  0.030
O  -15.82160  14.55062  11.43517  -0.007
H  -15.19287  16.50398  18.49053  0.032
N  -17.96714  14.88656  15.38260  0.155
N  -12.32353  16.95556  15.94980  0.180
H  -15.15857  16.25991  13.99508  0.062
H  -23.07676  21.28988  18.24650  0.116
C  -20.80931  17.06601  14.37059  -0.581
H  -19.66839  16.92750  12.67130  0.090
H  -17.58702  15.83381  15.29470  0.031
N  -13.92236  20.09987  13.51153  0.132
N  -19.62607  17.01603  13.66626  0.175
H  -12.61588  20.26031  17.57151  0.091
O  -16.27789  17.46786  17.05208  -0.164
H  -16.28170  15.24915  17.10663  0.040
H  -18.68675  21.22826  18.83095  0.120
C  -19.21536  20.68046  19.62847  -0.203
C  -20.73342  20.76300  19.45408  -0.205
H  -18.20180  21.99595  14.69059  0.095
C  -13.88007  16.92151  20.00904  -0.616
C  -20.12062  21.54520  15.25344  -0.623
O  -13.64122  22.12941  19.13926  -0.031
H  -22.98152  20.11352  16.11438  0.101
O  -24.70498  19.41377  17.05860  -0.190
H  -13.09044  20.66242  13.55431  0.084
H  -19.00517  21.18583  20.58261  0.125
H  -18.82752  14.67778  14.91369  0.083
H  -13.25407  17.32768  15.86336  0.081
N  -13.91668  18.24717  19.58262  0.150
O  -20.85634  17.33486  15.60475  -0.045
H  -19.07355  16.81651  18.19287  0.135
C  -12.01383  15.65136  15.70759  -0.630
H  -14.05113  15.12762  13.29611  0.068
O  -21.15477  21.89027  15.84448  -0.017
H  -14.42022  15.07766  19.25127  0.086
H  -13.16492  18.85640  19.83414  0.091
C  -14.67736  20.40175  12.34794  -0.615
H  -25.01167  20.88128  15.64592  0.087
H  -20.95182  19.99224  14.19242  0.088
C  -25.36447  20.59690  16.64735  -0.114
H  -14.46083  19.84405  14.34379  0.026
H  -20.98210  20.89634  17.48246  0.074
H  -18.75090  17.23310  14.15816  0.047
H  -22.75986  16.55606  14.30524  0.103
H  -16.25413  19.35115  13.21635  0.045

Values from the calculation:
**LUMO level**: 1.694 eV
**Charge**: -1
**Calculated total energy**: -2566.3278 hartree
**Frontier orbital gap**: 8.64 eV
**HOMO**: -6.949 eV
**Energy relative to the best compared isomer or geometry (same formula, charge and spin)**: 0.0 kcal/mol


- Which of these has the highest calculated total energy?
  C15H50N10O15


- What is the formula in the first record?
  C15H50N10O15